Here is C30H46BrCeN3P2Se as an isolated structure at a distorted geometry from the OMol25 dataset. Energies are from the ωB97M-V functional and the def2-TZVPD basis.

For the calculated total energy, the calculation gives -7466.5978 a.u. The LUMO energy comes out at -0.5439 Eh. The calculation puts the HOMO energy at -18.69 eV. For the HOMO-LUMO gap, the calculation gives 3.9 eV. Its net charge is +4.

Positions of all 84 atoms, in Å:
C1 3.152 -2.615 0.482
C2 2.662 -1.824 -0.561
C3 2.653 -2.360 -1.856
C4 3.116 -3.685 -2.041
N1 3.561 -4.443 -1.042
C5 3.594 -3.927 0.186
C6 2.137 -0.541 -0.319
C7 2.016 0.803 -0.195
C8 2.567 2.109 -0.223
C9 1.780 3.222 -0.025
C10 2.300 4.516 -0.052
C11 3.675 4.661 -0.303
C12 4.498 3.545 -0.516
C13 3.931 2.261 -0.475
Ce1 0.021 0.066 0.307
P1 -1.077 -2.237 0.322
H1 2.293 -1.785 -2.712
H2 3.185 -2.249 1.509
H3 3.109 -4.115 -3.039
H4 3.975 -4.553 0.987
H5 4.568 1.386 -0.640
H6 0.682 3.079 0.181
H7 5.556 3.675 -0.707
H8 1.675 5.384 0.109
C14 -2.852 -2.163 0.698
C15 -3.683 -3.368 0.244
H9 -3.256 -1.242 0.238
H10 -2.936 -2.013 1.781
H11 -4.744 -3.217 0.510
H12 -3.640 -3.510 -0.839
H13 -3.360 -4.302 0.724
C16 -0.829 -3.074 -1.279
C17 -0.727 -4.605 -1.249
H14 0.099 -2.670 -1.726
H15 -1.649 -2.747 -1.928
H16 -0.566 -4.984 -2.274
H17 0.123 -4.945 -0.649
H18 -1.641 -5.082 -0.868
C18 -0.219 -3.198 1.614
C19 -0.975 -4.407 2.186
H19 0.028 -2.502 2.440
H20 0.744 -3.496 1.185
H21 -0.355 -4.903 2.953
H22 -1.912 -4.115 2.667
H23 -1.198 -5.159 1.419
Br1 4.432 6.404 -0.353
P2 -1.070 1.131 -1.762
C20 -2.263 0.050 -2.629
C21 -3.295 0.719 -3.549
H24 -2.800 -0.524 -1.851
H25 -1.663 -0.682 -3.182
H26 -3.955 -0.049 -3.991
H27 -3.936 1.417 -3.005
H28 -2.827 1.258 -4.383
C22 -1.949 2.687 -1.347
C23 -2.060 3.755 -2.438
H29 -1.433 3.131 -0.468
H30 -2.935 2.386 -0.974
H31 -2.592 4.641 -2.048
H32 -1.076 4.094 -2.775
H33 -2.621 3.402 -3.313
C24 0.283 1.548 -2.937
C25 -0.090 1.668 -4.427
H34 1.059 0.776 -2.817
H35 0.734 2.477 -2.570
H36 0.817 1.896 -5.013
H37 -0.503 0.737 -4.819
H38 -0.808 2.475 -4.614
C26 1.202 4.021 3.770
N2 0.561 2.766 4.204
C27 0.710 2.203 5.490
C28 -0.041 1.101 5.553
N3 -0.686 0.929 4.312
C29 -1.632 -0.152 4.005
C30 -0.304 1.970 3.471
Se1 -0.955 2.294 1.867
H39 0.876 4.837 4.427
H40 0.940 4.258 2.739
H41 2.292 3.911 3.854
H42 1.307 2.644 6.214
H43 -0.191 0.441 6.341
H44 -1.126 -1.120 4.133
H45 -2.485 -0.097 4.694
H46 -1.999 -0.072 2.975